# 1
The following is a quantum chemistry calculation of the molecule C3H7N3S2, from the OMol25 dataset.

Its LUMO energy is 0.505 eV. The calculation puts the highest occupied orbital energy at -8.104 eV. Its total energy is -29363.398 eV. The SMILES is CN=C1NSCSN1. Its energy above the lowest of the compared OMol25 structures with the same formula, charge and spin is 215.12 kJ/mol.

```
! wB97M-V def2-TZVPD RIJCOSX def2/J DEFGRID3
* xyz 0 1
C 3.2781 0.1308 -0.1608
C 0.9780 -0.3710 0.1741
C -2.0490 0.3823 0.3867
H 4.2685 -0.4312 -0.1219
H 3.3254 0.8377 0.6787
H 3.2692 0.8850 -1.0277
H 1.3460 1.6482 0.5940
H -2.1439 0.3024 1.5232
H -3.0293 0.5777 -0.1471
H 0.3425 -2.2407 0.0831
N 2.1293 -0.7356 -0.1522
N 0.5877 0.8889 0.4448
N -0.0643 -1.3299 0.4175
S -0.8848 1.5816 -0.2640
S -1.5646 -1.2189 -0.2956
*
```


# 2
The following is a quantum chemistry calculation of a structure of composition C32H28AsClN4OPdS2, from the OMol25 dataset.

Its LUMO energy is -1.166 eV. The calculation puts the highest occupied orbital energy at -7.699 eV. Its total energy is -140157.228 eV. Its energy above the lowest of the compared OMol25 structures with the same formula, charge and spin is 0.00 kJ/mol.

```
! wB97M-V def2-TZVPD RIJCOSX def2/J DEFGRID3
* xyz 0 1
Pd 1.4131 -0.6071 -0.5078
S 8.8620 0.2032 0.3717
N 8.0055 -0.1910 -0.9376
C 6.7331 -0.1777 -0.5785
C 5.6095 -0.4894 -1.4419
C 5.7531 -0.8208 -2.7895
C 4.6267 -1.1181 -3.5176
C 3.3862 -1.1020 -2.8828
N 3.2348 -0.7884 -1.6036
C 4.3299 -0.4572 -0.8857
C 4.1250 -0.0392 0.5067
N 2.8538 0.0643 0.9314
C 2.6130 0.4269 2.1811
C 3.6357 0.7145 3.0839
C 4.9422 0.6316 2.6628
C 5.2019 0.2515 1.3450
C 6.5366 0.1656 0.7854
N 7.6638 0.4052 1.4334
H 6.7412 -0.8342 -3.2298
H 4.6816 -1.3708 -4.5667
H 2.4854 -1.3634 -3.4209
H 1.5657 0.4806 2.4537
H 3.3881 1.0036 4.0952
H 5.7704 0.8534 3.3226
Cl 0.4194 1.5482 -2.3145
C 0.1941 0.3571 -3.5646
C 0.1467 0.8081 -4.8748
C 0.0213 -0.1025 -5.9112
C -0.0502 -1.4566 -5.6195
C -0.0050 -1.8835 -4.3019
C 0.1147 -0.9967 -3.2252
C 0.1405 -1.5291 -1.8249
H 0.2112 1.8697 -5.0717
H -0.0181 0.2458 -6.9348
H -0.1439 -2.1816 -6.4180
H -0.0697 -2.9429 -4.0815
H -0.8657 -1.4655 -1.4128
H 0.4332 -2.5826 -1.8489
C -3.7653 -0.9780 6.7888
C -5.1412 -0.3698 6.7383
O -5.8968 -0.3471 7.6724
S -5.7057 0.3639 5.2027
C -4.3266 0.1645 4.1022
C -4.2412 -0.9547 3.2795
C -3.1698 -1.1088 2.4171
C -2.1579 -0.1440 2.3526
C -2.2677 0.9891 3.1666
C -3.3402 1.1429 4.0276
C -1.0585 -0.3019 1.4518
C -0.1244 -0.4313 0.6859
H -3.0083 -0.2237 6.5738
H -3.6645 -1.7588 6.0353
H -3.6141 -1.3896 7.7834
H -5.0201 -1.7059 3.3210
H -3.1032 -1.9775 1.7752
H -1.5066 1.7562 3.1033
H -3.4206 2.0277 4.6467
C -4.9990 0.4981 -0.8929
As -3.1631 0.7286 -1.5592
C -2.8126 2.3878 -0.5744
C -3.6603 1.5590 -3.2705
H -5.5434 1.4433 -0.9194
H -4.9685 0.1326 0.1336
H -5.5246 -0.2342 -1.5062
H -3.5408 3.1536 -0.8467
H -1.8056 2.7454 -0.7829
H -2.8923 2.1794 0.4911
H -4.3851 2.3612 -3.1244
H -4.0896 0.8010 -3.9258
H -2.7690 1.9621 -3.7529
*
```


# 3
The following is a quantum chemistry calculation of a cluster of 2 separate species, C5H10O in total, from the OMol25 dataset.

Its LUMO energy is 1.058 eV. The calculation puts the highest occupied orbital energy at -9.566 eV. Its total energy is -7391.995 eV. The SMILES is O=CC1CCC1.[H][H]. Its energy above the lowest of the compared OMol25 structures with the same formula, charge and spin is 267.27 kJ/mol.

```
! wB97M-V def2-TZVPD RIJCOSX def2/J DEFGRID3
* xyz 0 1
O 0.5504 -1.9580 -0.4856
C 0.8503 -0.8587 -0.8945
C 0.5423 0.4411 -0.2664
C -0.1456 0.5778 1.1023
C -1.4926 0.2407 0.4461
C -0.9038 0.4442 -0.9588
H 1.9976 -1.3723 0.9091
H 1.2527 -0.6932 -1.9180
H 2.3590 -0.7394 1.0493
H 1.2536 1.2344 -0.5321
H -0.1110 1.6231 1.4300
H 0.1871 -0.0545 1.9305
H -1.7582 -0.8015 0.6314
H -2.3353 0.8874 0.6785
H -1.1642 -0.3595 -1.6663
H -1.0823 1.3883 -1.4556
*
```


# 4
The following is a quantum chemistry calculation of a structure of composition C15H29BiNSi2, from the OMol25 dataset.

Its LUMO energy is 2.818 eV. The calculation puts the highest occupied orbital energy at -3.659 eV. Its total energy is -39108.329 eV.

```
! wB97M-V def2-TZVPD RIJCOSX def2/J DEFGRID3
* xyz -1 1
C 0.7957 -1.8839 -3.6703
C -0.5990 -1.8263 -3.9607
C -1.2925 -2.5616 -2.9575
C -0.3304 -3.0864 -2.0447
C 0.9682 -2.6595 -2.4802
Bi 0.0735 0.0104 -1.1471
C -1.9833 1.6165 -2.7816
C -0.6661 1.7752 -3.0346
C 0.3125 2.2953 -3.7794
N 1.7428 1.2168 -0.9373
H -2.3727 -2.7188 -2.9064
H -1.0544 -1.3199 -4.8125
H -0.5410 -3.7364 -1.1970
H 1.9170 -2.9243 -2.0134
H 1.5923 -1.4454 -4.2710
H -2.5762 0.8484 -3.3019
H 2.4689 1.1208 -1.6690
H -2.5553 2.3035 -2.1428
H 0.0790 3.0066 -4.5830
H 1.3691 2.0416 -3.6441
C 1.3562 2.1511 2.0300
Si -0.4463 1.7715 1.6430
C -1.5694 2.0760 3.1219
C -0.9220 3.0143 0.3170
C -0.5881 -0.0155 1.0934
Si 0.3773 -1.3178 2.0354
C 0.2087 -1.0302 3.8920
C -0.2133 -3.0651 1.7061
C 2.1943 -1.2824 1.5486
H 1.4115 3.2066 2.3338
H 1.9613 2.0157 1.1123
H 1.7733 1.5369 2.8372
H -1.4559 3.1130 3.4668
H -2.6207 1.9333 2.8337
H -1.3564 1.4097 3.9670
H -0.3848 2.8833 -0.6333
H -1.9991 2.9840 0.1077
H -0.6747 4.0179 0.6938
H -1.6495 -0.3089 1.0452
H -0.8476 -1.0473 4.1970
H 0.7240 -1.8461 4.4168
H 0.6443 -0.0801 4.2253
H 0.2258 -3.4894 0.7939
H 0.0919 -3.7019 2.5508
H -1.3065 -3.1172 1.6235
H 2.3465 -1.5865 0.5032
H 2.6521 -0.2950 1.6771
H 2.7188 -2.0027 2.1948
*
```